# 1
Density functional theory data (the ωB97M-V functional and the def2-TZVPD basis) for a molecular structure, C26H26N4O8P2Pm.

```
67
Properties=species:S:1:pos:R:3:forces:R:3
C 4.83470 -0.27833 -1.46135 -0.71 0.74 0.89
C 3.86504 0.56191 -0.91815 0.31 -0.68 0.07
C 3.00376 1.29461 -1.80163 -1.01 -0.07 -0.88
C 3.19012 1.14544 -3.23302 -0.25 0.22 0.64
C 4.21895 0.30634 -3.72429 0.56 -0.64 0.22
C 5.01891 -0.40317 -2.84773 -0.31 0.42 -1.27
C 2.28054 1.77591 -4.08394 0.08 0.18 0.15
C 1.25739 2.57936 -3.58282 0.15 -0.08 0.77
C 1.13741 2.69144 -2.14336 0.30 -1.10 -0.54
C 0.03382 3.43208 -1.60505 -0.65 0.32 -0.14
C -0.88998 4.01158 -2.46876 0.72 -0.36 1.09
C -0.75627 3.90894 -3.86298 0.74 -0.44 -1.14
C 0.30097 3.21017 -4.41727 -0.74 0.45 0.02
H 5.46995 -0.86032 -0.79157 -0.13 0.19 -0.12
H 4.32097 0.20710 -4.81045 0.10 -0.01 0.45
H 5.79545 -1.05844 -3.23987 -0.19 0.14 0.15
H 2.36788 1.63187 -5.15919 0.01 0.02 0.13
H -1.73921 4.55723 -2.05380 0.24 -0.09 -0.07
H -1.48585 4.38532 -4.51553 0.14 -0.12 0.17
H 0.41723 3.10022 -5.50050 -0.14 0.15 0.40
N 1.94234 1.98061 -1.31778 0.37 0.55 0.20
Pm -0.21967 -0.70880 -0.17588 1.17 1.42 -1.76
C 3.63130 0.61549 0.58816 -0.14 -0.12 -0.49
H 3.27250 1.61546 0.87169 0.25 -0.27 0.03
H 4.56066 0.34761 1.11104 -0.30 0.18 0.02
C -0.15268 3.48810 -0.10299 0.20 -0.40 -0.54
H 0.82926 3.53938 0.39070 -0.35 0.14 -0.07
H -0.79522 4.33337 0.17785 0.25 -0.18 0.05
P 2.29134 -0.57856 1.07297 1.25 0.15 0.32
P -0.95091 1.93103 0.51143 -0.50 1.80 0.63
C -2.71989 2.22304 0.12124 -0.03 -0.24 -0.14
H -3.31916 1.42295 0.57974 0.08 0.27 -0.07
H -3.04263 3.19815 0.51272 0.04 -0.28 -0.13
H -2.86870 2.17907 -0.96444 -0.04 0.12 0.20
C -0.95673 2.26817 2.30602 0.08 -0.28 0.26
H -1.46425 3.22239 2.51425 0.20 -0.31 -0.02
H -1.45895 1.44248 2.83154 0.11 0.32 -0.08
H 0.08068 2.30881 2.66949 -0.30 0.08 -0.05
C 3.03033 -2.22131 0.76648 -0.08 -0.16 -0.17
H 4.00911 -2.30394 1.25207 -0.16 -0.08 -0.08
H 2.35149 -2.99747 1.14551 0.23 0.17 0.02
H 3.13440 -2.38752 -0.31366 0.09 0.07 0.24
C 2.17814 -0.51662 2.89102 -0.12 -0.01 0.16
H 1.36641 -1.18896 3.21597 0.34 0.19 -0.06
H 3.12327 -0.81189 3.36895 -0.29 0.14 -0.09
H 1.89396 0.49802 3.19514 0.15 -0.20 0.04
C -2.23122 -0.93913 -1.89294 -3.42 -0.39 -2.10
O -3.14422 -1.00350 -2.59596 3.12 0.31 2.01
H 0.13604 -0.23515 -2.22408 -0.37 -0.26 0.07
O -5.45561 -5.84979 1.57538 0.54 1.59 1.23
N -5.34261 -4.98457 2.46119 -2.16 -1.66 0.15
O -6.11604 -4.90732 3.42862 1.63 0.38 -1.41
C -4.24479 -4.03421 2.34932 1.22 0.25 -0.90
C -3.36777 -4.17812 1.26556 -0.11 -0.26 0.50
C -2.21465 -3.38431 1.20555 -0.66 0.82 0.09
C -2.09938 -2.20828 2.04484 0.49 0.93 -0.53
O -1.42245 -1.17364 1.63692 -1.12 -1.41 1.17
C -2.94482 -2.17962 3.20791 0.04 -0.60 -0.90
C -4.03792 -3.03221 3.30599 -0.01 -0.11 0.38
N -2.77036 -1.15584 4.22019 -0.59 1.97 2.18
O -3.72374 -1.01961 5.02046 1.89 -0.29 -1.57
O -1.73142 -0.46503 4.28414 -1.76 -1.71 -0.54
N -1.37641 -3.50387 0.04323 0.28 -0.51 -1.79
O -1.77274 -4.13093 -0.93722 1.03 1.10 2.05
O -0.19675 -2.92471 0.02175 -2.24 -2.39 0.30
H -3.57224 -4.88428 0.45800 0.08 0.01 0.50
H -4.75907 -2.90421 4.12317 0.44 -0.12 -0.31
```
Positions in Å, forces in eV/Å.

E_LUMO (alpha / beta) = -5.278 / -5.263 eV
Spin multiplicity = 5
Charge = +1
Gap between HOMO and LUMO (alpha / beta) = 5.2 / 5.3 eV


# 2
Density functional theory data (the ωB97M-V functional and the def2-TZVPD basis) for 8 unconnected molecules or ions with the total composition C20H48O12S6.

```
86
Properties=species:S:1:pos:R:3:forces:R:3
C -13.43318 11.64860 -35.10367 -0.75 -1.07 -1.05
C -12.95083 10.60541 -34.16198 -1.14 0.45 0.61
C -11.82588 9.70102 -34.56956 0.06 -0.71 -1.56
O -10.68630 10.33204 -34.02723 2.29 -1.89 -1.53
C -10.98028 11.24674 -33.21106 -0.64 3.44 5.49
O -10.21692 11.87660 -32.45250 -2.23 -1.71 -2.76
O -12.37933 11.32079 -33.12165 3.06 1.41 2.20
H -14.10577 12.33723 -34.59228 0.33 0.10 -0.01
H -14.05349 11.10987 -35.81998 0.14 0.49 -0.58
H -12.56645 12.12895 -35.55769 -0.23 0.24 -0.16
H -13.76853 10.10178 -33.64643 -0.21 -0.48 -0.65
H -11.56688 9.65564 -35.62737 -0.82 -0.28 -0.08
H -11.95594 8.69278 -34.17630 0.32 0.01 0.09
C -8.04666 4.30770 -43.57799 -0.71 0.97 -1.11
C -9.56099 4.10957 -43.57098 -0.19 -0.86 1.68
C -10.02782 2.79436 -42.90376 -0.60 -0.73 -0.59
O -11.07158 3.15020 -41.97067 -0.16 0.55 -1.00
C -11.18897 4.48768 -41.93337 -1.36 1.36 3.78
O -11.96932 5.04727 -41.08415 3.37 -1.83 -4.35
O -10.24310 5.05953 -42.73752 -1.26 1.11 1.75
H -7.52579 3.61527 -44.23929 -0.31 -0.37 0.10
H -7.53065 4.34016 -42.61841 -0.46 0.03 0.05
H -7.98947 5.25400 -44.11589 0.77 0.34 0.38
H -10.04943 4.37526 -44.50850 0.56 -1.01 -0.55
H -9.34922 2.18408 -42.30781 0.64 0.56 -0.25
H -10.41150 2.14024 -43.68672 -0.37 -0.13 0.20
C -14.11317 6.47786 -38.34103 1.37 -0.30 0.13
S -12.35411 6.91761 -38.14179 1.43 2.01 1.95
O -12.33501 8.20949 -37.26696 -0.29 -1.86 -1.20
C -11.65819 5.57500 -37.02133 -1.50 0.09 -0.79
H -14.18782 5.92636 -39.27825 -0.03 -0.44 0.27
H -14.62743 7.42669 -38.49375 -0.03 -0.10 0.62
H -14.26838 5.90515 -37.42668 -1.09 0.15 -0.28
H -11.82930 4.69174 -37.63671 0.64 -0.28 0.15
H -12.21618 5.42842 -36.09653 -0.40 0.40 -0.08
H -10.62563 5.74807 -36.71807 -0.04 0.12 -0.74
C -11.39748 9.61934 -40.02588 -0.75 0.00 0.37
S -11.85664 11.14609 -40.97636 0.31 -2.58 -0.95
O -11.48002 10.68347 -42.36441 -0.20 0.88 0.23
C -13.66201 11.07016 -40.90883 -0.65 0.81 0.91
H -11.59506 9.78041 -38.96611 0.55 -0.02 0.10
H -10.41118 9.24716 -40.30307 0.50 1.11 0.30
H -11.92405 8.69767 -40.27353 -0.94 0.50 -0.44
H -14.04435 11.98684 -41.35785 0.31 -0.09 -0.77
H -14.02452 11.26775 -39.90005 0.45 -0.42 0.54
H -14.19755 10.20377 -41.29696 0.53 -0.08 -0.30
C -8.43779 7.90314 -35.81966 -0.95 0.34 2.16
S -7.31101 6.53988 -35.32422 0.72 1.72 -1.58
O -6.36800 6.51378 -36.49932 -0.05 -0.76 0.98
C -6.33160 7.42960 -33.97162 -0.45 0.16 -1.26
H -8.84271 8.15745 -34.84014 -0.54 0.11 0.30
H -9.31780 7.64578 -36.40910 0.42 -0.58 -0.23
H -8.08718 8.88527 -36.13683 1.01 -0.51 -0.41
H -5.45378 6.80642 -33.80084 -0.19 -0.04 0.05
H -6.85357 7.69989 -33.05368 -0.21 -0.37 -0.13
H -6.02951 8.34147 -34.48671 0.19 0.02 0.11
C -18.55984 11.63895 -37.72134 0.27 -0.41 -0.65
S -17.16012 10.58224 -37.29400 1.56 0.79 -0.04
O -16.12652 11.53423 -36.67540 -1.50 -1.31 -0.98
C -16.62475 10.21470 -39.01600 -0.90 -0.23 -0.35
H -19.23514 11.19021 -38.44983 -0.05 -0.49 0.24
H -18.10884 12.46569 -38.27014 -0.15 0.51 0.68
H -19.08073 11.82375 -36.78186 0.14 0.53 -0.26
H -17.37789 9.63017 -39.54441 -0.46 -0.34 0.48
H -15.74155 9.57784 -39.06577 0.24 0.56 0.34
H -16.60607 11.09277 -39.66156 0.70 0.34 0.43
C -15.69261 6.20313 -42.56369 -1.05 0.72 0.15
S -14.98457 7.70497 -43.33342 1.48 0.94 1.15
O -15.63175 8.95438 -42.78488 -0.45 -1.09 -0.25
C -13.38719 7.74751 -42.39205 0.48 -1.01 0.09
H -16.73692 6.13288 -42.86795 -0.05 0.27 -0.52
H -15.80903 6.38272 -41.49491 0.71 -0.34 0.18
H -15.24205 5.26745 -42.89474 0.51 0.27 0.34
H -13.50050 7.68847 -41.30956 -0.92 0.19 0.06
H -12.76707 8.62518 -42.57436 -0.52 0.31 -0.58
H -12.73214 6.88863 -42.53826 -0.22 -0.24 -0.63
C -11.06469 3.19032 -33.60091 1.57 -1.11 0.37
S -10.62792 1.81135 -34.85067 -1.48 2.70 0.27
O -10.36583 2.75954 -36.00551 0.56 -1.43 0.31
C -9.08110 1.08193 -34.18965 -0.01 1.34 0.12
H -10.19478 3.84672 -33.62313 0.26 -0.15 -0.15
H -11.10690 2.76801 -32.59693 -0.47 0.11 0.05
H -11.89049 3.85041 -33.86631 -0.33 -0.88 -0.31
H -8.32749 1.86640 -34.12064 0.24 -0.02 -0.84
H -8.91068 0.30037 -34.93008 0.50 0.04 0.31
H -9.08102 0.74651 -33.15254 -0.87 -0.53 -0.16
```
Positions in Å, forces in eV/Å.

E_LUMO = 0.205 eV
Spin multiplicity = 1
Charge = 0
Gap between HOMO and LUMO = 8.8 eV


# 3
Density functional theory data (the ωB97M-V functional and the def2-TZVPD basis) for C22H19NO6S in the gas phase.

```
49
Properties=species:S:1:pos:R:3:forces:R:3
C 4.54811 0.12292 4.98048 0.14 -0.76 -0.84
O 3.23338 -0.48355 4.88767 -1.08 0.52 0.81
C 2.88640 -0.89303 3.67646 3.84 -1.06 -3.27
O 3.80036 -1.23154 2.88494 -2.68 1.07 1.24
C 1.43802 -1.03838 3.39097 -0.40 0.86 -1.69
C 0.83801 -1.79977 4.49644 -3.62 -1.87 -2.33
C 0.04852 -1.03610 5.50672 1.25 -1.60 0.04
O 0.66110 -2.98196 4.18345 0.72 1.15 1.70
C 0.73890 -0.76802 2.20553 3.22 0.02 1.06
C 1.52670 -0.18141 1.04456 -4.81 -1.57 0.22
C 0.99831 -0.14813 -0.20506 -0.40 -2.36 2.48
N 1.79405 0.33618 -1.21770 0.84 0.66 -1.44
S 1.48014 1.91737 -1.68091 1.26 0.72 -1.13
O 1.20709 2.70812 -0.51568 -0.77 -0.06 -0.20
O 2.68274 2.24122 -2.43395 -1.39 -0.21 0.09
C -0.00806 1.84398 -2.78012 0.33 0.08 -0.73
C -1.22082 2.40626 -2.39901 -1.40 -1.43 -2.52
C -2.43106 2.28532 -3.24240 2.87 -1.04 0.23
C -2.34749 1.61357 -4.45539 2.51 0.39 -1.43
C -3.53562 1.46246 -5.38085 -0.54 -1.02 1.07
C -1.00624 1.22411 -4.96285 0.05 0.09 3.08
C 0.13250 1.29974 -4.09065 -1.66 -0.47 -1.04
C -0.28427 -0.92683 -0.49193 1.63 1.09 -1.08
C -0.70637 -1.26861 -1.77833 -2.98 -0.69 -0.36
C -2.05871 -1.85644 -1.96030 3.73 2.24 -0.56
C -2.85564 -2.08939 -0.86367 -0.95 -0.76 -1.08
C -2.37595 -1.80016 0.38110 1.84 0.00 0.67
C -1.08414 -1.24599 0.58570 -2.05 -0.93 -1.02
C -0.71525 -1.01885 1.96633 1.05 0.52 -0.34
O -1.58535 -0.94805 2.78266 -0.52 0.00 1.99
H 5.34666 -0.64341 4.78384 -0.79 0.87 0.31
H 4.59327 0.55575 5.97745 0.09 -0.09 -0.15
H 4.54049 0.88346 4.18386 0.54 -0.13 0.49
H -0.62183 -1.71540 5.97446 -0.85 -0.33 0.31
H -0.38260 -0.19130 5.04542 -0.66 0.81 -0.46
H 0.76392 -0.74037 6.21333 0.90 0.90 1.42
H 2.36745 0.29139 1.35016 2.75 1.31 0.29
H 2.80825 0.32600 -0.97502 -1.02 0.03 -0.44
H -1.28919 2.83809 -1.46351 -0.20 0.94 1.81
H -3.41701 2.59874 -2.96839 -0.11 0.46 0.66
H -3.79780 0.37931 -5.45296 0.23 0.64 -0.07
H -4.44105 1.93071 -4.91197 0.82 -0.06 -0.85
H -3.27868 1.79192 -6.39091 -0.38 0.25 0.23
H -0.81412 0.69830 -5.89996 -0.55 0.37 0.08
H 1.04437 0.81701 -4.48619 -0.31 0.66 0.64
H -0.21442 -1.02713 -2.73006 0.24 -0.01 0.88
H -2.28294 -1.85473 -3.03603 -0.64 -0.74 0.71
H -3.83649 -2.57253 -0.99084 0.44 0.42 0.13
H -2.88763 -2.11088 1.26308 -0.53 0.09 0.39
```
Positions in Å, forces in eV/Å.

E_LUMO = -1.206 eV
Spin multiplicity = 1
Charge = 0
Gap between HOMO and LUMO = 7.5 eV


# 4
Density functional theory data (the ωB97M-V functional and the def2-TZVPD basis) for a molecular structure, C24H30BCrN7O5S.

```
69
Properties=species:S:1:pos:R:3:forces:R:3
Cr -1.32514 -0.86714 0.39191 -0.18 -0.95 -0.46
C -5.54931 -0.10088 -0.32405 0.15 0.06 -0.14
C -4.38696 -0.29660 0.60312 -0.94 -0.06 0.50
O -3.22317 -0.12009 0.22989 0.72 -0.15 -0.12
N -4.67807 -0.65749 1.86089 0.07 0.15 -0.13
C -3.63300 -0.87362 2.84871 0.31 -0.06 -0.15
C -3.03361 -2.24900 2.65817 -0.20 0.11 0.43
C -3.47782 -3.30327 3.44496 0.11 0.05 -0.16
C -2.98756 -4.58159 3.22958 0.10 0.27 -0.20
C -2.06855 -4.75501 2.20864 -0.09 0.11 0.15
C -1.66801 -3.65149 1.47680 0.26 -0.46 -0.11
N -2.11936 -2.41379 1.68876 0.01 0.02 -0.03
H -5.24730 0.51685 -1.16561 0.04 0.00 0.04
H -6.38876 0.36374 0.18633 -0.05 0.00 0.04
H -5.86786 -1.06936 -0.71208 0.02 -0.04 0.02
H -5.63724 -0.82224 2.13135 0.10 0.10 -0.18
H -4.07471 -0.78382 3.84178 0.12 0.03 -0.11
H -2.86412 -0.10224 2.71733 -0.18 -0.09 0.15
H -4.20669 -3.11829 4.21820 -0.05 0.06 0.08
H -3.31578 -5.40683 3.84071 -0.03 -0.11 0.04
H -1.65402 -5.72470 1.99081 0.08 -0.08 -0.08
H -0.93919 -3.77189 0.69053 0.01 0.04 0.03
B 0.15932 2.16494 0.64488 -0.18 0.20 0.13
N -0.15727 1.61649 -0.75096 0.40 0.33 -0.15
C -0.03253 2.27719 -1.89623 -0.24 -0.27 -0.28
C -0.68452 1.55980 -2.89287 0.02 0.00 0.23
C -1.18972 0.44893 -2.23858 -0.16 0.23 -0.48
N -0.85400 0.50148 -0.94614 -0.25 -0.12 -0.17
N 0.52661 0.99961 1.57787 0.60 0.31 -0.04
C 1.56198 0.95088 2.40914 -0.10 -0.38 0.21
C 1.36924 -0.09584 3.30420 -0.15 0.00 -0.18
C 0.16168 -0.64879 2.92082 0.24 0.02 0.29
N -0.34156 0.02709 1.87528 -0.46 -0.25 0.34
H 1.07786 2.90852 0.56886 0.28 0.23 0.00
H -0.84017 2.65504 1.08045 -0.25 0.22 0.14
H 0.48886 3.21098 -1.94300 0.10 0.15 0.11
H -0.75786 1.80395 -3.93115 -0.05 0.06 -0.24
H -1.76898 -0.36751 -2.62793 -0.02 -0.09 0.00
H 2.37628 1.64191 2.33290 0.05 0.27 -0.10
H 2.01558 -0.41048 4.09746 0.08 -0.03 0.15
H -0.36181 -1.47930 3.35455 -0.04 -0.17 -0.04
C 4.47406 5.00934 0.22097 -0.03 0.04 0.05
C 4.04968 3.81074 -0.56926 -0.08 -0.02 -0.10
C 4.28287 2.52408 -0.08915 -0.06 -0.01 -0.11
C 3.94139 1.41287 -0.83864 0.02 -0.07 0.13
C 3.34322 1.58766 -2.07189 -0.10 -0.40 -0.42
C 3.07311 2.85315 -2.55720 0.01 0.00 -0.16
C 3.42312 3.96058 -1.80355 0.02 -0.10 0.10
S 3.10469 0.18306 -3.14751 -0.65 -0.18 0.00
O 4.23615 -0.68332 -3.01801 0.06 -0.05 0.37
O 2.72960 0.66068 -4.44796 -0.16 0.29 0.16
N 1.74998 -0.66805 -2.53620 0.72 0.69 -0.35
C 1.99300 -2.09426 -2.36903 0.49 -0.50 0.10
C 0.68279 -2.87167 -2.23799 0.15 0.49 0.16
C -0.16133 -2.30040 -1.12854 0.48 -0.73 -0.93
O -1.41292 -2.22848 -1.22245 -0.94 0.46 0.27
O 0.37468 -1.85495 -0.08270 -0.01 0.49 1.07
H 5.41346 4.82336 0.73608 0.05 0.00 0.06
H 3.72330 5.25984 0.97093 -0.03 0.03 0.06
H 4.60304 5.87371 -0.42470 0.00 0.08 -0.02
H 4.77030 2.39837 0.86613 0.09 -0.04 0.11
H 4.16649 0.41663 -0.49498 0.08 -0.15 0.11
H 2.62630 2.95090 -3.53457 -0.02 0.08 -0.11
H 3.23130 4.95258 -2.18667 0.01 0.08 -0.05
H 0.99545 -0.49408 -3.18713 -0.06 0.20 -0.14
H 2.59128 -2.20081 -1.46105 -0.07 -0.23 -0.12
H 2.57197 -2.49878 -3.20873 -0.13 -0.10 0.22
H 0.91410 -3.91532 -2.00860 -0.06 0.03 -0.02
H 0.10616 -2.84357 -3.16387 -0.04 -0.06 0.05
```
Positions in Å, forces in eV/Å.

E_LUMO (alpha / beta) = -3.070 / -3.325 eV
Spin multiplicity = 4
Charge = +1
Gap between HOMO and LUMO (alpha / beta) = 8.2 / 7.9 eV


# 5
Density functional theory data (the ωB97M-V functional and the def2-TZVPD basis) for a molecular structure, C2H7NO4S2.

```
16
Properties=species:S:1:pos:R:3:forces:R:3
C -1.42909 1.24166 1.09667 -1.69 1.02 -0.82
C 1.77898 -1.50194 -0.33921 1.53 -0.78 -0.16
N -2.17112 0.66068 -1.42459 0.74 -1.19 0.35
O 0.31350 0.62387 -0.87710 0.71 -0.20 0.50
O 2.63404 0.99752 -0.54833 0.19 -0.67 -0.34
O 1.36364 0.48214 1.40747 -0.89 -0.39 2.64
O -1.16081 -1.09331 0.17528 0.88 -0.60 -0.46
S -1.14623 0.24226 -0.36368 -4.52 0.14 0.40
S 1.62003 0.21345 0.06882 1.80 0.58 -3.16
H -1.64144 2.31824 0.75562 1.13 -1.40 0.80
H -2.46302 0.91985 1.47993 1.71 -0.03 -0.62
H -0.60391 0.95197 1.76628 -0.62 0.93 -0.04
H 2.79169 -1.94112 -0.29129 0.12 1.28 0.05
H 1.27810 -2.18694 0.27017 -1.47 -0.29 1.44
H 1.44163 -1.73518 -1.31807 -0.40 0.50 -1.05
H -2.60597 -0.19314 -1.85799 0.80 1.09 0.47
```
Positions in Å, forces in eV/Å.

E_LUMO = 0.531 eV
Spin multiplicity = 1
Charge = 0
Gap between HOMO and LUMO = 10.7 eV


Number 1: energy -3117.90763 a.u.. Number 2: energy -4082.53349 a.u.. Number 3: energy -1754.00429 a.u.. Number 4: energy -3159.53015 a.u.. Number 5: energy -1232.39667 a.u..